Entry 1:
82
Properties=species:S:1:pos:R:3:forces:R:3:lowdin_charge:R:1 method="wB97M-V/def2-TZVPD" total_charge=-1 de_lowest_ev=1.845 e_lumo_ev="1.90 / 1.43" multiplicity=2 s2=0.76 homo_lumo_gap_ha="0.1969 / 0.1793" energy_ev=-189952.110
Yb 0.352 -0.521 0.518 1.8 -1.0 -1.5 1.146
O 0.343 -0.325 2.843 0.0 -0.3 -0.2 -0.114
C 0.303 0.828 3.514 0.2 0.4 1.9 -0.277
C 0.614 0.753 4.885 -0.1 1.3 -0.1 -0.006
C 0.439 1.868 5.708 0.0 0.0 -1.1 -0.095
C 0.114 3.098 5.122 -0.3 -0.1 1.3 -0.123
C -0.209 3.175 3.782 0.7 -0.4 -0.3 -0.046
C -0.096 2.041 2.958 -1.0 0.9 -0.6 -0.086
C -0.551 2.081 1.470 0.0 0.1 1.1 -0.458
O 0.375 1.628 0.651 0.2 0.5 -0.3 -0.271
N -1.782 1.182 1.462 0.5 -1.1 -0.9 0.008
N -1.865 0.230 0.481 -3.5 1.4 1.0 -0.046
C -3.102 -0.178 0.258 1.6 1.0 0.0 -0.196
C -3.476 -1.045 -0.828 0.0 -1.3 0.0 -0.611
Br -2.145 -2.335 -1.390 -0.3 0.4 0.2 0.717
C -4.715 -1.184 -1.346 0.5 0.5 0.5 -0.125
C -5.736 -0.130 -1.207 -1.1 -0.8 0.1 -0.221
C -7.100 -0.546 -1.116 0.5 2.1 0.2 -0.036
C -8.123 0.398 -0.960 0.6 0.6 0.0 -0.088
C -7.770 1.751 -0.765 0.0 -0.4 -0.3 -0.106
C -6.440 2.163 -0.891 -0.6 0.2 0.1 -0.088
C -5.437 1.237 -1.174 0.3 0.3 0.2 -0.048
H 0.229 -1.197 3.432 0.0 0.7 -0.8 0.052
H 1.086 -0.141 5.242 -0.3 -0.5 0.3 0.109
H 0.497 1.787 6.780 0.5 0.0 0.2 0.088
H 0.068 3.972 5.790 -0.2 -0.3 -0.5 0.097
H -0.499 4.148 3.388 0.0 -0.3 -0.2 0.109
H -0.949 3.086 1.191 0.2 -0.1 0.3 0.138
H -2.614 1.458 1.982 0.1 -0.1 -0.4 0.138
H -3.899 0.264 0.877 0.1 -0.2 -0.5 0.130
H -4.968 -2.149 -1.777 0.0 0.4 -0.4 0.095
H -7.320 -1.576 -1.068 -0.2 -1.1 -0.3 0.089
H -9.189 0.152 -1.032 0.5 -0.2 0.4 0.098
H -8.539 2.492 -0.527 0.2 -0.3 -0.2 0.096
H -6.234 3.239 -0.777 0.2 -0.7 -0.1 0.109
H -4.407 1.601 -1.331 -0.6 -0.4 0.1 0.127
S -0.524 0.748 -2.935 -0.5 -2.0 -0.4 0.608
C 0.184 2.201 -2.588 2.1 3.6 1.4 -0.805
C -0.474 3.473 -2.515 0.3 -2.3 -0.7 -0.060
C 0.196 4.602 -2.125 0.9 -0.4 0.5 -0.213
C -0.608 5.773 -2.083 -1.2 3.2 -0.1 -0.191
N -1.269 6.745 -2.130 1.5 -2.4 0.2 0.132
C 1.579 4.508 -1.774 -0.7 0.2 -0.4 -0.210
C 2.294 3.329 -1.877 -1.3 -1.6 -0.3 -0.037
C 1.601 2.132 -2.201 -2.4 2.8 -0.5 -0.765
S 2.081 0.545 -2.141 0.8 -2.3 0.1 0.627
C 2.299 5.604 -1.257 1.1 2.5 1.0 -0.204
N 2.892 6.499 -0.795 -0.9 -1.5 -0.8 0.136
H -1.521 3.527 -2.803 0.1 0.0 0.1 0.112
H 3.340 3.330 -1.627 0.2 -0.1 0.1 0.113
C 3.442 -4.739 2.488 0.6 -0.2 1.3 -0.028
C 3.524 -3.354 2.002 0.3 0.8 -0.3 -0.307
C 4.579 -2.699 1.349 -1.1 -0.3 0.2 0.006
C 4.054 -1.428 1.060 -1.0 0.5 0.1 -0.354
N 2.785 -1.292 1.490 0.7 -0.7 0.3 0.047
N 2.488 -2.490 2.104 1.7 0.6 -1.1 0.059
C 4.731 -0.279 0.392 1.4 -0.6 -0.1 -0.048
H 4.354 -4.964 3.063 -0.2 0.0 -0.2 0.085
H 3.384 -5.460 1.693 -0.2 -0.3 -0.4 0.074
H 2.614 -4.871 3.183 -0.2 -0.1 -0.1 0.080
H 5.538 -3.107 1.026 -0.4 0.1 0.3 0.109
H 1.675 -2.535 2.699 -0.3 -0.3 0.0 0.097
H 5.311 -0.647 -0.483 -0.3 0.3 0.5 0.077
H 5.447 0.220 1.076 -0.3 -0.3 -0.3 0.086
H 4.046 0.460 0.051 -0.7 0.5 -0.3 0.020
C 4.246 -3.386 -2.928 -0.2 0.6 -1.5 -0.020
N 3.071 -2.953 -3.734 -0.1 0.1 1.2 -0.119
C 3.075 -2.472 -5.036 -0.2 -0.5 -0.5 -0.072
C 1.778 -2.263 -5.407 1.3 0.0 0.1 -0.100
N 1.015 -2.545 -4.321 -0.6 -0.5 2.4 0.056
C 1.785 -2.939 -3.217 0.6 0.5 -2.6 -0.831
S 1.265 -3.337 -1.708 -0.2 -0.2 0.8 0.567
H 4.958 -3.918 -3.587 -0.4 0.2 0.3 0.091
H 3.880 -4.034 -2.158 -0.2 -0.3 0.4 0.040
H 4.763 -2.532 -2.489 -0.2 0.1 0.0 0.083
H 3.993 -2.427 -5.617 -0.4 0.0 0.2 0.115
H 1.348 -2.010 -6.354 0.0 0.3 -0.1 0.110
H 0.023 -2.353 -4.154 0.7 0.0 -0.4 0.138
O -0.088 -2.577 3.651 -0.9 -0.9 -1.9 -0.111
C -0.640 -2.993 2.546 0.9 1.0 -0.9 -0.390
O -0.447 -2.523 1.356 -0.7 -1.6 3.5 -0.240
H -1.325 -3.871 2.669 0.3 0.5 -0.2 0.133

=====

Entry 2:
83
Properties=species:S:1:pos:R:3:forces:R:3:lowdin_charge:R:1 method="wB97M-V/def2-TZVPD" total_charge=0 e_lumo_ev=-1.79 smiles="C=CN1C(=O)c2c(O)cc(C[C@@H](C)Br)c(P(C)CC)c2C1=O.O=C1C=C(O)C(=O)C=C1O.O=C1C=C(O)C(=O)C=C1O.O=C1C=C(O)C(=O)C=C1O" multiplicity=1 homo_lumo_gap_ha=0.2216 energy_ev=-147275.498
C -4.577 5.261 0.886 2.3 -1.5 -0.3 0.007
C -3.318 4.465 0.723 -3.7 2.5 1.3 -0.179
N -2.543 4.348 -0.607 2.4 -1.6 5.4 0.049
C -1.117 4.386 -0.017 3.6 3.1 2.1 -0.233
O -0.704 5.175 0.990 -3.0 -5.1 -6.4 -0.008
C -0.203 3.336 -0.877 -0.7 -1.7 -1.0 0.066
C 1.408 3.233 -1.167 -2.2 -2.2 -0.8 -0.114
O 2.331 4.220 -0.585 -1.8 -3.0 -0.3 -0.060
C 1.928 1.991 -2.138 -4.5 0.6 1.0 0.079
C 0.772 0.979 -2.753 0.0 2.4 1.5 -0.114
C 1.347 -0.255 -3.715 -0.3 0.0 1.8 -0.193
C 1.691 -1.501 -2.657 -1.7 0.2 1.0 -0.665
C 0.360 -2.464 -2.378 0.8 0.2 -0.1 -0.193
Br 3.149 -2.695 -3.373 -0.9 0.8 0.2 0.652
C -0.853 1.144 -2.431 1.5 3.1 1.8 -0.247
P -2.101 -0.040 -3.208 0.6 -1.1 -0.9 0.880
C -3.918 0.299 -2.790 -0.7 0.4 0.2 -0.334
C -1.991 0.357 -5.116 -0.6 2.1 -0.3 -0.392
C -1.612 1.979 -5.266 -0.6 0.1 0.0 -0.186
C -1.366 2.330 -1.446 4.9 -0.3 -0.8 -0.008
C -2.752 2.838 -0.831 -3.4 0.0 1.3 -0.242
O -3.907 2.380 -0.394 6.8 1.1 -3.2 -0.013
H -5.552 4.620 1.139 2.5 1.9 0.9 0.083
H -4.593 6.451 0.842 -0.3 -2.9 -1.3 0.080
H -2.889 3.926 1.698 -1.3 0.2 -2.8 0.120
H 2.581 3.911 0.337 -0.6 0.4 -1.5 0.129
H 3.083 1.820 -2.380 -2.9 0.5 0.6 0.124
H 0.508 -0.660 -4.420 1.8 1.0 1.2 0.082
H 2.326 0.098 -4.264 -2.2 -0.7 1.0 0.115
H 2.012 -1.087 -1.586 -0.3 -0.8 -2.6 0.114
H -0.283 -1.921 -1.566 1.1 -1.2 -1.8 0.058
H -0.241 -2.599 -3.377 1.1 0.3 2.0 0.076
H 0.685 -3.535 -1.968 -0.7 2.6 -1.0 0.066
H -4.124 -0.054 -1.680 0.5 1.1 -2.3 0.062
H -4.171 1.428 -2.983 0.0 -2.2 0.6 0.052
H -4.583 -0.410 -3.482 1.7 1.6 1.3 0.071
H -1.243 -0.341 -5.681 -1.6 1.3 1.1 0.066
H -3.102 0.277 -5.539 2.5 -0.2 0.9 0.088
H -1.977 2.416 -6.307 1.0 -1.0 2.1 0.080
H -0.467 2.189 -5.077 -2.4 -0.4 -0.5 0.074
H -2.243 2.562 -4.438 1.5 -1.2 -1.8 0.072
O 9.540 -1.500 -2.440 -0.9 0.0 0.3 0.106
C 8.526 -1.387 -1.760 1.0 0.2 0.0 -0.306
C 8.551 -0.820 -0.403 0.2 -0.1 -0.3 0.077
C 7.432 -0.727 0.318 0.6 0.8 1.6 -0.209
O 7.447 -0.193 1.593 -0.8 -0.8 -1.6 0.078
C 6.124 -1.193 -0.220 -1.0 -0.3 -0.2 -0.304
O 5.116 -1.110 0.473 0.8 0.1 -0.2 0.098
C 6.095 -1.737 -1.587 -0.1 0.1 0.4 0.052
C 7.214 -1.827 -2.309 -0.5 -0.7 -1.6 -0.205
O 7.194 -2.335 -3.595 0.8 0.8 1.6 0.075
H 9.508 -0.488 -0.023 -0.1 0.0 0.0 0.138
H 6.517 -0.236 1.905 0.4 0.0 -0.1 0.115
H 5.135 -2.055 -1.972 0.2 0.0 0.1 0.015
H 8.125 -2.298 -3.904 -0.4 0.0 0.1 0.116
O -5.039 -0.223 7.075 0.1 0.8 -0.3 0.105
C -4.779 0.651 6.256 -0.1 -1.1 0.0 -0.307
C -4.498 0.346 4.845 -0.1 -0.1 0.4 0.077
C -4.201 1.320 3.982 0.3 -0.9 -1.7 -0.201
O -3.939 1.041 2.654 -0.2 1.1 1.8 0.080
C -4.141 2.744 4.414 0.1 1.1 0.0 -0.286
O -3.847 3.615 3.602 -0.2 -0.9 0.6 0.086
C -4.445 3.052 5.820 0.1 0.1 -0.4 0.081
C -4.745 2.078 6.682 -0.3 0.9 1.6 -0.208
O -5.035 2.360 8.004 0.3 -1.1 -1.6 0.080
H -4.543 -0.693 4.545 0.0 0.1 0.0 0.137
H -3.751 1.910 2.237 -0.1 -0.4 -0.1 0.085
H -4.415 4.093 6.116 0.0 -0.1 0.0 0.139
H -5.217 1.490 8.422 0.1 0.3 -0.2 0.116
O 1.273 -5.965 4.178 -0.1 0.4 -0.8 0.108
C 0.746 -5.409 3.221 -0.3 -0.4 1.0 -0.305
C -0.689 -5.083 3.195 0.3 -0.1 0.2 0.078
C -1.235 -4.492 2.130 -1.8 0.2 0.5 -0.206
O -2.582 -4.180 2.100 1.9 -0.1 -0.7 0.080
C -0.418 -4.146 0.934 0.3 0.4 -0.9 -0.291
O -0.952 -3.620 -0.037 -0.1 -0.5 1.1 0.079
C 1.020 -4.450 0.970 -0.3 0.2 -0.2 0.082
C 1.567 -5.038 2.036 1.9 -0.2 -0.4 -0.204
O 2.919 -5.324 2.077 -1.9 0.1 0.7 0.084
H -1.271 -5.342 4.070 0.0 0.0 0.0 0.138
H -2.733 -3.761 1.224 0.1 -0.2 0.4 0.116
H 1.606 -4.177 0.101 0.0 0.0 0.1 0.127
H 3.069 -5.748 2.950 -0.1 0.2 -0.3 0.117

=====

Entry 3:
80
Properties=species:S:1:pos:R:3:forces:R:3:lowdin_charge:R:1 method="wB97M-V/def2-TZVPD" total_charge=0 de_lowest_ev=0.542 e_lumo_ev="0.58 / 0.57" multiplicity=5 s2=6.01 homo_lumo_gap_ha="0.2316 / 0.2638" energy_ev=-96363.158
Fe -0.238 0.091 0.889 -1.0 -0.4 1.9 0.719
C 1.185 -0.506 3.725 0.6 -0.8 0.5 -0.138
N -0.148 -0.100 3.457 -2.2 -0.1 0.7 -0.091
C -0.462 1.219 3.959 1.9 0.3 -1.4 -0.119
C 0.038 2.250 2.937 -0.2 -1.2 -1.8 -0.239
N 0.337 2.016 1.623 0.5 1.8 4.0 0.120
C 0.870 3.254 1.213 0.3 -1.0 -0.8 -0.167
C 1.612 3.486 0.025 -2.0 0.4 1.4 -0.014
C 1.901 4.796 -0.218 0.3 2.2 0.3 -0.101
C 1.710 5.801 0.792 -0.4 -1.6 -0.3 -0.070
C 1.199 5.487 2.073 1.6 1.8 -0.8 -0.033
C 0.738 4.229 2.224 0.0 -2.2 0.0 -0.206
N 0.293 3.511 3.333 -0.5 0.4 0.2 0.159
C 1.578 -1.502 2.629 1.7 2.6 0.2 -0.289
N 1.650 -1.047 1.386 -0.2 -3.2 0.1 0.137
C 2.127 -2.219 0.697 -0.4 1.6 -0.5 -0.208
C 2.437 -2.331 -0.653 -0.4 0.5 0.5 -0.008
C 3.219 -3.412 -1.034 0.1 -0.4 0.2 -0.086
C 3.657 -4.417 -0.126 -1.7 1.5 0.7 -0.065
C 3.190 -4.315 1.204 1.3 -1.5 -1.6 -0.022
C 2.417 -3.241 1.569 1.1 0.7 0.6 -0.209
N 2.152 -2.713 2.820 -0.7 -0.6 1.0 0.171
H 1.379 -0.969 4.776 -0.2 0.9 -1.4 0.144
H 1.742 0.452 3.562 0.4 -1.1 0.4 0.133
H -0.943 -0.804 3.631 1.1 0.9 -0.4 0.098
H 0.064 1.476 4.874 0.3 -0.1 0.5 0.115
H -1.479 1.348 4.173 -1.7 0.0 -0.1 0.110
H 1.687 2.703 -0.676 0.3 -0.7 -0.7 0.087
H 2.278 5.178 -1.191 -0.1 -0.7 0.8 0.111
H 1.941 6.783 0.459 0.4 0.8 0.4 0.080
H 1.403 6.104 2.954 -0.6 0.3 -0.5 0.116
H -0.080 3.852 4.219 0.4 0.1 -0.6 0.175
H 1.995 -1.490 -1.217 0.9 -0.8 -0.5 0.114
H 3.533 -3.532 -2.046 0.0 0.1 -0.7 0.085
H 4.252 -5.251 -0.490 -0.1 0.2 0.3 0.098
H 3.503 -5.097 1.870 -0.1 0.0 0.6 0.101
H 2.573 -3.036 3.693 -0.7 0.1 -0.5 0.175
O -2.040 -1.941 3.258 -0.1 -0.1 0.1 0.007
C -1.599 -2.407 2.196 1.3 1.6 -1.1 -0.528
O -0.925 -1.766 1.282 -1.5 -2.0 1.3 -0.119
C -1.784 -3.874 2.023 1.3 -0.6 0.0 -0.214
C -1.662 -4.734 3.129 0.1 1.2 0.8 -0.018
C -1.845 -6.077 2.934 -1.5 1.0 -1.1 -0.073
C -2.366 -6.531 1.692 1.0 0.2 1.9 -0.066
C -2.336 -5.615 0.677 0.7 0.5 -2.4 -0.145
N -1.883 -4.338 0.797 -1.7 -0.8 -0.1 0.130
H -1.447 -4.287 4.140 -0.3 -0.6 -1.2 0.134
H -1.901 -6.633 3.817 0.3 -1.4 0.9 0.083
H -2.673 -7.564 1.696 -0.2 0.0 -0.8 0.096
H -2.572 -5.833 -0.401 0.1 -0.3 1.3 0.115
C -2.108 0.968 -4.899 0.4 0.4 -0.2 -0.010
N -1.202 0.316 -3.910 0.2 1.3 0.2 -0.020
N -0.523 1.188 -2.953 -1.8 -0.3 -2.5 0.093
C -0.311 0.486 -1.846 -1.0 -2.0 1.2 -0.406
O 0.157 0.940 -0.793 1.4 1.1 -1.3 -0.078
C -0.820 -0.877 -2.038 0.6 -0.2 -0.6 0.074
C -1.340 -0.916 -3.291 0.8 1.3 0.5 -0.285
C -1.798 -2.063 -4.077 -0.3 1.2 -1.0 0.002
C -0.255 2.553 -3.284 0.0 1.3 1.5 -0.190
C 0.415 2.870 -4.428 1.2 -0.1 -1.5 -0.025
C 0.834 4.210 -4.669 0.2 -1.4 -0.8 -0.077
C 0.436 5.204 -3.827 -0.1 0.5 0.4 -0.108
C -0.262 4.920 -2.650 -0.6 0.0 -0.3 -0.080
C -0.590 3.611 -2.368 -0.4 -1.8 -0.4 0.008
H -1.571 1.150 -5.836 0.4 0.7 0.4 0.078
H -2.604 1.919 -4.538 0.7 -1.3 -0.2 0.121
H -2.840 0.292 -5.328 -0.4 -0.4 1.0 0.069
H -0.654 -1.792 -1.425 -0.2 1.2 -0.1 0.138
H -2.537 -1.605 -4.803 0.3 -1.6 0.8 0.091
H -2.066 -2.858 -3.396 -0.7 -0.2 -0.3 0.093
H -0.935 -2.383 -4.660 0.0 -0.2 -0.2 0.095
H 0.628 2.051 -5.155 0.1 0.8 0.7 0.126
H 1.519 4.469 -5.499 -0.8 -0.4 0.3 0.114
H 0.634 6.218 -4.133 0.2 0.3 0.3 0.103
H -0.621 5.746 -2.034 0.2 -0.4 0.0 0.118
H -1.182 3.265 -1.521 0.2 0.5 0.2 0.116
F -2.389 2.010 0.205 -1.0 1.3 -0.7 0.004
C -2.322 0.791 0.805 4.1 -1.2 0.4 -0.611
F -3.000 -0.059 0.016 -1.9 -0.3 -0.6 0.032
F -2.971 0.922 1.979 -1.4 0.2 0.6 0.031